Here is a 2-piece molecular cluster, C4H11N2 overall at a distorted geometry from the OMol25 dataset. Energies are from ωB97M-V with the def2-TZVPD basis set.

Each line ends with the natural charge from an NBO analysis.
Positions of all 17 atoms, in Å:
C -0.699 0.871 -2.144  -0.73
C 0.002 1.601 -1.058  0.25
C 0.911 0.966 -0.135  -0.38
C 1.615 1.289 1.020  0.30
N 2.395 0.111 1.465  -0.85
N -3.316 -3.535 0.636  -1.09
H -0.806 1.574 -3.021  0.29
H -1.715 0.531 -2.001  0.32
H -0.336 2.607 -0.645  0.23
H -2.690 -4.095 0.228  0.35
H 1.133 -0.081 -0.512  0.25
H 1.847 2.187 1.635  0.25
H 2.147 -0.012 2.483  0.40
H 3.329 0.043 1.323  0.41
H -3.068 -3.334 1.624  0.37
H -0.095 -0.001 -2.379  0.25
H -4.272 -3.823 0.468  0.38

Values from the calculation:
* energy above the lowest of the compared OMol25 structures with the same formula, charge and spin: 447.9 kJ/mol
* multiplicity: 1
* molecular weight: 87.1 g mol⁻¹
* highest occupied orbital energy: -11.92 eV
* max |F|: 6.86 eV/Å
* charge: +1